1.
The following is a quantum chemistry calculation of an isolated molecule of C2H2BrClN2S at a distorted geometry, from OMol25.

XYZ file:
```
9
Properties=species:S:1:pos:R:3:forces:R:3:lowdin_charge:R:1
N -0.509 0.957 -1.494 1.388 -2.190 -0.865 -0.54
N -1.022 0.739 -0.375 -0.952 1.038 0.687 -0.12
Cl 0.169 -2.479 0.626 0.113 0.010 0.094 0.51
H 1.170 -0.543 1.566 -0.111 -0.049 0.084 0.05
Br -0.202 2.637 -2.100 0.013 0.948 0.237 0.68
C 0.694 -0.717 0.606 -0.071 -0.122 -0.311 -1.10
H -1.375 -0.287 1.326 -0.238 0.046 0.167 0.11
S 1.750 -0.293 -0.715 -0.684 0.539 -0.344 0.64
C -0.673 -0.014 0.560 0.541 -0.219 0.250 -0.23
```
Forces are in eV/Å.

Computed properties:
E: -98482.5515 eV
relative energy (zero: lowest compared OMol25 entry of this formula, charge and spin): 1.372 eV
Kohn-Sham gap (alpha / beta): 6.77 / 7.94 eV
maximum force: 2.7 eV/A
E_LUMO (alpha / beta): -2.10 / -1.47 eV
total charge: 0
HOMO level (alpha / beta): -0.3262 / -0.3456 Eh

---

2.
The following is a quantum chemistry calculation of the ion C2H2BrClNO2 with charge -1 at a distorted geometry, from OMol25.

XYZ file:
```
9
Properties=species:S:1:pos:R:3:forces:R:3:lowdin_charge:R:1
Br 1.014 -2.102 0.063 0.294 0.143 -0.209 0.51
N -3.442 -0.831 -0.761 1.987 0.821 -0.068 -0.44
H -0.119 -0.082 0.765 -0.371 0.915 2.326 0.00
C 0.081 -0.362 -0.199 -2.476 -1.444 -2.621 -0.60
H 0.604 0.326 -0.800 1.574 0.375 -0.358 0.06
O -1.108 -0.540 -0.931 -1.025 0.162 1.596 -0.19
Cl -4.936 -0.572 0.055 0.010 -0.034 0.401 0.41
C -2.382 -0.495 -0.019 0.614 -1.181 0.752 -0.66
O -2.145 -0.305 1.188 -0.607 0.243 -1.819 -0.08
```
Forces are in eV/Å.

Computed properties:
SMILES: [O-]/C(=N\Cl)OCBr
E: -90256.9160 eV
relative energy (zero: lowest compared OMol25 entry of this formula, charge and spin): 1.100 eV
Kohn-Sham gap: 7.56 eV
maximum force: 3.9 eV/A
E_LUMO: 3.30 eV
total charge: -1
HOMO level: -0.1566 Eh

---

3.
The following is a quantum chemistry calculation of an isolated molecule of C2H2BrClO2 at a distorted geometry, from OMol25.

XYZ file:
```
8
Properties=species:S:1:pos:R:3:forces:R:3:lowdin_charge:R:1
Cl 1.167 -2.628 -0.379 -0.295 0.466 0.027 0.73
Br 0.118 0.889 2.033 -0.534 0.421 0.867 0.73
O 0.859 -1.018 0.095 0.422 -1.055 -0.729 -0.54
C -0.220 1.045 0.160 -3.025 -3.142 -0.266 -0.48
C -0.211 -0.414 -0.445 -2.185 0.766 -0.417 -0.64
H -1.220 1.431 -0.156 1.067 0.120 0.722 0.10
H 0.601 1.547 -0.144 2.218 1.870 -1.559 0.01
O -1.093 -0.852 -1.165 2.331 0.554 1.355 0.09
```
Forces are in eV/Å.

Computed properties:
SMILES: O=C(CBr)OCl
E: -88764.2462 eV
relative energy (zero: lowest compared OMol25 entry of this formula, charge and spin): 0.431 eV
Kohn-Sham gap: 9.89 eV
maximum force: 4.4 eV/A
E_LUMO: -0.55 eV
total charge: 0
HOMO level: -0.3835 Eh

---

4.
The following is a quantum chemistry calculation of a cluster of 2 separate species, C2H2BrF in total at a distorted geometry, from OMol25.

XYZ file:
```
6
Properties=species:S:1:pos:R:3:forces:R:3:lowdin_charge:R:1
C 1.125 -0.606 -0.285 -3.183 -2.477 1.459 0.13
F -1.327 1.681 -0.174 -0.297 0.933 -0.493 -0.03
C -0.936 0.596 0.357 1.963 -1.383 0.169 -0.61
H 1.550 -1.046 0.633 -0.321 -0.050 0.003 -0.04
H 1.748 0.132 -0.538 2.624 3.357 -1.167 -0.12
Br -2.160 -0.757 0.007 -0.786 -0.379 0.029 0.67
```
Forces are in eV/Å.

Computed properties:
E: -74858.9007 eV
relative energy (zero: lowest compared OMol25 entry of this formula, charge and spin): 6.254 eV
Kohn-Sham gap (alpha / beta): 7.63 / 8.08 eV
maximum force: 4.4 eV/A
E_LUMO (alpha / beta): -1.21 / -1.29 eV
total charge: 0
HOMO level (alpha / beta): -0.3247 / -0.3441 Eh

---

5.
The following is a quantum chemistry calculation of a cluster of 2 separate species, C2H2BrI in total at a distorted geometry, from OMol25.

XYZ file:
```
6
Properties=species:S:1:pos:R:3:forces:R:3:lowdin_charge:R:1
C 0.018 -1.445 -0.906 0.177 0.292 -1.947 -0.75
Br 0.872 -1.605 0.672 -0.218 0.008 -0.091 0.72
H -0.432 3.320 2.800 -0.444 0.386 0.140 -0.38
H -0.889 -1.280 -2.947 -0.119 0.128 -0.770 0.01
C -0.306 -1.311 -2.076 0.165 -0.425 2.816 0.01
I 0.737 2.319 2.457 0.439 -0.389 -0.149 0.39
```
Forces are in eV/Å.

Computed properties:
SMILES: C#CBr.I
E: -80246.7937 eV
relative energy (zero: lowest compared OMol25 entry of this formula, charge and spin): 1.385 eV
Kohn-Sham gap: 10.39 eV
maximum force: 2.9 eV/A
E_LUMO: 0.49 eV
total charge: 0
HOMO level: -0.3640 Eh

---

6.
The following is a quantum chemistry calculation of an isolated molecule of C2H2BrNO3 at a distorted geometry, from OMol25.

XYZ file:
```
9
Properties=species:S:1:pos:R:3:forces:R:3:lowdin_charge:R:1
C -0.424 0.236 1.030 -0.950 -1.326 2.271 -0.75
C -0.111 0.332 -0.430 -3.263 1.508 0.051 -0.10
O -0.143 -1.848 -1.150 0.331 -0.030 0.225 0.13
H 0.655 1.012 -0.336 1.913 1.835 -0.536 0.10
H -0.906 0.803 -1.145 1.220 -1.485 1.455 0.19
O 1.754 -0.767 -0.827 -1.141 -1.334 -0.078 0.09
Br -1.159 1.837 1.946 0.248 -0.304 -0.848 0.68
O -0.189 -0.703 1.730 -0.149 1.033 -1.211 0.07
N 0.522 -0.901 -0.817 1.791 0.104 -1.330 -0.40
```
Forces are in eV/Å.

Computed properties:
SMILES: O=C(Br)C[N+](=O)[O-]
E: -79777.7610 eV
relative energy (zero: lowest compared OMol25 entry of this formula, charge and spin): 1.199 eV
Kohn-Sham gap: 10.45 eV
maximum force: 3.6 eV/A
E_LUMO: -0.68 eV
total charge: 0
HOMO level: -0.4093 Eh

---

7.
The following is a quantum chemistry calculation of the ion C2H2BrO3 with charge -1 at a distorted geometry, from OMol25.

XYZ file:
```
8
Properties=species:S:1:pos:R:3:forces:R:3:lowdin_charge:R:1
H -0.059 -1.570 -0.368 -0.075 0.181 0.045 0.07
C 0.635 0.273 0.781 -0.733 -0.801 -0.651 -0.79
C -0.319 -0.522 -0.230 1.274 1.979 -2.335 -0.64
O 0.970 -0.316 1.798 0.169 -0.398 0.718 -0.04
O 0.930 1.393 0.339 0.293 0.907 -0.065 -0.06
H 0.212 1.041 -1.187 -0.066 -0.350 0.097 0.05
Br -2.167 -0.502 0.393 -0.339 -0.033 0.119 0.59
O -0.202 0.201 -1.524 -0.524 -1.485 2.072 -0.18
```
Forces are in eV/Å.

Computed properties:
SMILES: O=C([O-])[C@H](O)Br
E: -78293.3871 eV
relative energy (zero: lowest compared OMol25 entry of this formula, charge and spin): 0.386 eV
Kohn-Sham gap: 8.28 eV
maximum force: 3.3 eV/A
E_LUMO: 3.48 eV
total charge: -1
HOMO level: -0.1762 Eh

---

8.
The following is a quantum chemistry calculation of a cluster of 2 separate species, C2H2Cl2FNO2 in total at a distorted geometry, from OMol25.

XYZ file:
```
10
Properties=species:S:1:pos:R:3:forces:R:3:lowdin_charge:R:1
N 0.466 1.134 -0.227 -1.201 1.208 0.669 -0.50
O -0.420 1.554 -1.011 0.093 0.330 0.769 -0.04
C 1.345 0.296 -0.781 -0.135 -0.026 1.242 0.16
O 0.531 1.461 0.986 0.872 0.271 -1.091 -0.12
H 1.240 0.299 -1.779 -0.001 -0.174 -3.388 0.06
Cl -1.210 0.072 1.913 -0.892 -0.430 0.530 0.90
Cl -2.072 -1.058 -0.624 -0.842 -0.090 -0.989 0.79
H 1.883 -0.433 -0.294 1.137 -0.935 1.564 0.08
F -0.518 -2.214 1.035 -0.413 0.374 -0.110 -0.04
C -1.247 -1.112 0.782 1.382 -0.528 0.804 -1.28
```
Forces are in eV/Å.

Computed properties:
E: -35446.3196 eV
relative energy (zero: lowest compared OMol25 entry of this formula, charge and spin): 1.286 eV
Kohn-Sham gap (alpha / beta): 5.64 / 9.43 eV
maximum force: 3.4 eV/A
E_LUMO (alpha / beta): -2.29 / -0.48 eV
total charge: 0
HOMO level (alpha / beta): -0.2913 / -0.3641 Eh

---

9.
The following is a quantum chemistry calculation of an isolated molecule of C2H2Cl2FNS at a distorted geometry, from OMol25.

XYZ file:
```
9
Properties=species:S:1:pos:R:3:forces:R:3:lowdin_charge:R:1
C 0.827 0.571 0.224 0.070 -2.442 1.756 -0.95
C -0.388 -0.434 -0.240 1.424 5.527 0.284 -1.31
S 2.272 0.017 0.846 -0.978 0.281 -1.145 0.63
Cl -0.876 0.260 -1.892 -0.241 -1.002 0.839 0.61
Cl -1.576 -0.459 0.997 -2.030 0.945 0.760 0.76
H -0.585 1.815 0.032 -1.466 1.457 -0.472 0.02
N 0.301 1.742 0.437 3.576 3.391 0.864 0.02
F 0.021 -1.592 -0.224 2.309 -5.514 -1.957 0.01
H 0.996 2.585 0.713 -2.664 -2.642 -0.930 0.20
```
Forces are in eV/Å.

Computed properties:
SMILES: NC(=S)C(F)(Cl)Cl
E: -42192.6912 eV
relative energy (zero: lowest compared OMol25 entry of this formula, charge and spin): 1.075 eV
Kohn-Sham gap: 8.98 eV
maximum force: 6.3 eV/A
E_LUMO: 0.11 eV
total charge: 0
HOMO level: -0.3260 Eh

---

10.
The following is a quantum chemistry calculation of an isolated molecule of C2H2Cl2FNS at a distorted geometry, from OMol25.

XYZ file:
```
9
Properties=species:S:1:pos:R:3:forces:R:3:lowdin_charge:R:1
S 2.583 -0.084 -0.096 0.152 -0.316 -0.430 0.75
C 0.056 -0.448 0.126 2.372 1.110 -0.477 -0.35
C -1.340 0.100 0.225 -0.022 -0.566 -1.156 -1.25
Cl -1.547 1.739 -0.386 0.042 -0.335 0.115 0.67
N 0.981 0.223 -0.487 -1.869 -0.680 1.459 -0.40
H 0.249 -1.335 0.770 -0.230 0.539 -0.337 0.13
H 3.076 0.786 -0.992 0.011 -0.098 0.077 -0.14
F -1.652 0.065 1.527 -0.457 0.004 0.358 -0.03
Cl -2.406 -1.046 -0.687 0.001 0.342 0.390 0.61
```
Forces are in eV/Å.

Computed properties:
SMILES: FC(Cl)(Cl)/C=N/S
E: -42192.8604 eV
relative energy (zero: lowest compared OMol25 entry of this formula, charge and spin): 0.905 eV
Kohn-Sham gap: 9.64 eV
maximum force: 2.7 eV/A
E_LUMO: 0.22 eV
total charge: 0
HOMO level: -0.3460 Eh